[1]
The following is a DFT calculation (ωB97M-V with the def2-TZVPD basis set) of C43H41AsNiP2STe as an isolated structure at a distorted geometry.

Properties
**DFT total energy**: -183817.390 eV
**Expectation value of S²**: 2.026
**Spin multiplicity**: 3

Last column: Löwdin spin population.
Cartesian coordinates (Å):
Ni: 0.0000 0.0000 0.0000  0.646
Te: -2.5129 -0.1686 -0.2927  0.666
C: -4.6063 -0.3192 -0.5482  0.115
C: -5.3705 0.4017 -1.4526  0.051
C: -6.7332 0.0876 -1.3932  0.002
C: -7.0378 -0.8787 -0.4432  0.057
S: -5.6139 -1.3428 0.3229  0.017
H: -4.9566 1.1323 -2.1346  0.001
H: -7.4774 0.5525 -2.0258  -0.001
H: -8.0256 -1.2660 -0.2332  0.004
C: 0.2764 -4.0866 -0.2674  0.013
C: 0.5455 -4.6751 -1.6586  0.006
As: 0.5340 -6.6572 -1.5997  0.003
C: -1.3753 -6.8434 -1.2189  0.000
C: -1.7684 -7.5936 -0.1031  0.000
C: -3.1244 -7.7436 0.2010  0.000
C: -4.0937 -7.1432 -0.6076  0.000
C: -3.7081 -6.3942 -1.7233  0.000
C: -2.3520 -6.2446 -2.0313  0.000
C: 0.3784 -7.0307 -3.5227  0.001
C: 0.7158 -6.0803 -4.5021  0.000
C: 0.5809 -6.3897 -5.8592  0.000
C: 0.1114 -7.6467 -6.2485  0.000
C: -0.2211 -8.5976 -5.2804  0.000
C: -0.0869 -8.2913 -3.9228  0.000
P: 0.1712 -2.1962 -0.2048  0.023
C: 1.8439 -1.8980 -0.9616  0.002
C: 2.0873 -1.8671 -2.3486  0.001
C: 3.3817 -1.6478 -2.8318  0.001
C: 4.4418 -1.4601 -1.9415  -0.003
C: 4.2100 -1.4936 -0.5654  0.006
C: 2.9187 -1.7119 -0.0792  0.008
C: -1.0614 -1.8878 -1.5667  0.072
C: -2.2038 -2.7000 -1.6863  0.063
C: -3.1461 -2.4594 -2.6892  -0.002
C: -2.9676 -1.3953 -3.5745  0.011
C: -1.8524 -0.5637 -3.4490  -0.002
C: -0.9082 -0.8015 -2.4445  0.066
H: 1.0777 -4.4179 0.4264  0.000
H: -0.6804 -4.4883 0.1207  0.000
H: 1.5452 -4.3712 -2.0203  0.000
H: -0.2203 -4.3328 -2.3774  0.002
H: -1.0227 -8.0603 0.5259  0.000
H: -3.4231 -8.3237 1.0637  0.000
H: -5.1431 -7.2577 -0.3698  0.000
H: -4.4578 -5.9293 -2.3489  0.000
H: -2.0691 -5.6634 -2.8978  0.000
H: 1.0842 -5.1026 -4.2314  0.000
H: 0.8405 -5.6541 -6.6097  0.000
H: 0.0069 -7.8838 -7.2993  0.000
H: -0.5841 -9.5716 -5.5819  0.000
H: -0.3495 -9.0335 -3.1801  0.000
H: 1.2938 -2.0263 -3.0621  0.002
H: 3.5644 -1.6281 -3.8982  0.000
H: 5.4431 -1.2930 -2.3170  0.000
H: 5.0311 -1.3526 0.1260  0.000
H: 2.7546 -1.7386 0.9910  0.001
H: -2.3741 -3.5211 -1.0063  0.001
H: -4.0169 -3.0966 -2.7759  -0.001
H: -3.6989 -1.2095 -4.3506  0.001
H: -1.7217 0.2688 -4.1280  -0.001
H: -0.0589 -0.1377 -2.3550  0.003
C: 4.0012 0.2862 -0.0261  0.033
P: 2.1965 0.1474 0.2558  0.041
C: 2.0054 -1.1833 1.4811  0.002
C: 0.7090 -1.4981 1.9255  0.007
C: 0.4897 -2.5183 2.8556  0.005
C: 1.5640 -3.2487 3.3532  -0.003
C: 2.8541 -2.9605 2.9181  0.002
C: 3.0721 -1.9393 1.9869  -0.002
C: 1.9162 1.6803 1.2076  0.011
C: 1.6946 2.8681 0.4892  0.006
C: 1.4904 4.0832 1.1488  0.003
C: 1.5010 4.1308 2.5390  -0.001
C: 1.7193 2.9648 3.2681  0.001
C: 1.9294 1.7500 2.6070  0.001
H: 4.5575 0.4657 0.8991  0.004
H: 4.2132 1.1178 -0.7059  0.003
H: 4.3919 -0.6223 -0.4947  0.003
H: -0.1499 -0.9437 1.5503  0.006
H: -0.5212 -2.7408 3.1864  0.000
H: 1.3960 -4.0437 4.0747  0.000
H: 3.6960 -3.5329 3.2995  0.000
H: 4.0946 -1.7551 1.6718  0.000
H: 1.6799 2.8595 -0.5990  0.001
H: 1.3229 4.9902 0.5738  0.000
H: 1.3401 5.0738 3.0544  0.000
H: 1.7284 2.9964 4.3543  0.000
H: 2.1060 0.8650 3.2129  0.000
H: -0.1175 1.5069 0.1405  0.040

---

[2]
The following is a DFT calculation (ωB97M-V with the def2-TZVPD basis set) of C43H41FGeNO6SSeZn as an isolated structure.

Properties
**DFT total energy**: -242871.095 eV
**Energy above the lowest of the compared OMol25 structures with the same formula, charge and spin**: 7.5 kcal/mol
**Net charge**: -1
**Spin multiplicity**: 1

Last column: Löwdin charge in e.
Cartesian coordinates (Å):
Zn: 0.4361 0.8111 -3.1447  0.509
C: -5.0944 2.3280 1.4378  -0.047
C: -5.5502 1.5996 0.1870  -0.309
C: -6.2717 0.3047 0.5314  -0.149
C: -6.8670 -0.3050 -0.7263  -0.135
C: -5.8205 -0.4232 -1.8057  -0.136
C: -5.9669 -1.3339 -2.8288  0.046
C: -4.9760 -1.4762 -3.7913  -0.251
F: -5.1701 -2.3938 -4.7608  0.060
C: -3.8256 -0.7465 -3.7636  0.076
C: -3.6624 0.1942 -2.7431  -0.042
C: -2.4022 0.9476 -2.6912  -0.282
O: -1.5902 0.8338 -3.6304  -0.021
C: -2.2240 1.7764 -1.5412  -0.023
C: -3.2618 1.9252 -0.6696  0.028
N: -4.4409 1.2855 -0.7397  0.032
C: -4.6519 0.3598 -1.7684  -0.066
C: -0.9670 2.5425 -1.1905  -0.593
O: -1.0705 3.5039 -0.4282  0.022
O: 0.1393 2.0887 -1.6545  -0.116
H: -5.9643 2.4697 2.0799  0.084
H: -4.6767 3.3133 1.2323  0.084
H: -4.3534 1.7442 1.9881  0.098
H: -6.2515 2.2401 -0.3589  0.157
H: -7.0507 0.5175 1.2641  0.118
H: -5.5579 -0.3833 0.9946  0.135
H: -7.6955 0.3213 -1.0727  0.123
H: -7.2863 -1.2913 -0.5210  0.119
H: -6.8446 -1.9696 -2.8786  0.129
H: -3.0206 -0.9054 -4.4683  0.142
H: -3.1142 2.6211 0.1416  0.125
Se: 2.1487 1.2649 -4.7623  0.661
C: 3.5493 1.9495 -3.6472  -0.684
C: 4.8545 1.9115 -4.1419  -0.164
C: 5.9230 2.3534 -3.3710  -0.110
C: 5.7094 2.8363 -2.0862  -0.115
C: 4.4123 2.8805 -1.5896  -0.093
C: 3.3389 2.4485 -2.3599  -0.129
H: 5.0359 1.5164 -5.1350  0.088
H: 6.9289 2.3084 -3.7753  0.093
H: 6.5413 3.1742 -1.4790  0.090
H: 4.2235 3.2551 -0.5885  0.100
H: 2.3366 2.4987 -1.9519  0.071
C: 3.2395 -2.7033 -3.9500  -0.259
S: 3.2203 -2.6346 -2.1627  0.812
C: 4.1061 -1.0877 -2.0428  -0.233
O: 4.1474 -3.7101 -1.6742  -0.571
H: 4.2760 -2.7118 -4.2940  0.058
H: 2.6987 -1.8350 -4.3347  0.017
H: 2.7346 -3.6235 -4.2424  0.050
H: 3.6387 -0.3549 -2.7037  0.014
H: 5.1440 -1.2749 -2.3255  0.070
H: 4.0501 -0.7483 -1.0086  0.036
O: -1.5549 -2.2041 -2.1908  0.035
C: -0.5077 -1.7077 -1.7844  -0.636
O: 0.3349 -1.0366 -2.5035  -0.160
C: -0.0843 -1.8706 -0.3273  -0.166
C: -0.1277 -0.5334 0.4189  -0.246
Ge: 0.7867 -0.5600 2.1370  1.012
C: 2.6791 -0.9745 1.8857  -0.261
C: 3.1101 -2.2631 1.5581  -0.121
C: 4.4512 -2.5312 1.3131  -0.098
C: 5.3875 -1.5095 1.4105  -0.099
C: 4.9783 -0.2215 1.7322  -0.098
C: 3.6323 0.0429 1.9615  -0.105
C: -0.0091 -1.8962 3.3231  -0.262
C: 0.7584 -2.6813 4.1831  -0.108
C: 0.1620 -3.6041 5.0360  -0.095
C: -1.2181 -3.7569 5.0393  -0.104
C: -1.9980 -2.9854 4.1857  -0.097
C: -1.3955 -2.0656 3.3374  -0.106
C: 0.6339 1.1958 2.9677  -0.271
C: 0.3897 2.3152 2.1710  -0.090
C: 0.2761 3.5834 2.7323  -0.077
C: 0.4209 3.7430 4.1039  -0.103
C: 0.6700 2.6377 4.9108  -0.105
C: 0.7714 1.3727 4.3459  -0.110
H: 0.9370 -2.2605 -0.3479  0.071
H: -0.7271 -2.6100 0.1532  0.109
H: -1.1651 -0.2117 0.5665  0.075
H: 0.3557 0.2446 -0.1795  0.057
H: 2.3922 -3.0735 1.4724  0.107
H: 4.7548 -3.5236 1.0088  0.099
H: 6.4321 -1.7130 1.2069  0.101
H: 5.7023 0.5845 1.7886  0.098
H: 3.3234 1.0536 2.2109  0.095
H: 1.8397 -2.5788 4.1842  0.096
H: 0.7772 -4.2062 5.6945  0.097
H: -1.6848 -4.4783 5.6997  0.095
H: -3.0755 -3.1044 4.1776  0.096
H: -2.0185 -1.4757 2.6702  0.097
H: 0.2760 2.2257 1.0948  0.077
H: 0.0671 4.4214 2.0796  0.101
H: 0.3334 4.7280 4.5496  0.094
H: 0.7786 2.7606 5.9821  0.093
H: 0.9505 0.5150 4.9878  0.097

---

[3]
The following is a DFT calculation (ωB97M-V with the def2-TZVPD basis set) of C43H41N5P2SSbSe4Ti as an isolated structure.

Properties
**DFT total energy**: -373163.937 eV
**Energy above the lowest of the compared OMol25 structures with the same formula, charge and spin**: 0.0 kcal/mol
**Net charge**: -2
**Expectation value of S²**: 0.759
**Spin multiplicity**: 2

Last column: Löwdin spin population.
Cartesian coordinates (Å):
Ti: -0.3119 1.2358 -1.0236  0.911
C: 5.3091 3.1918 -2.4840  0.000
C: 5.0793 1.6908 -2.6302  0.000
N: 3.7489 1.3488 -3.0866  -0.002
C: 2.6423 1.4773 -2.2890  -0.003
S: 1.1186 1.4340 -3.0790  -0.014
N: 2.8869 1.6435 -1.0068  -0.002
N: 1.7501 1.7133 -0.2588  -0.001
C: 1.8945 1.9904 0.9937  0.032
C: 3.2026 2.2924 1.6544  0.005
C: 0.6526 2.0719 1.7671  0.010
C: 0.6004 2.5381 3.0771  0.002
C: -0.6340 2.6720 3.6928  0.006
C: -1.7840 2.3373 2.9942  0.004
C: -1.6557 1.8499 1.7050  0.007
N: -0.4663 1.7101 1.1198  0.006
H: 6.3111 3.3952 -2.0972  0.000
H: 5.2020 3.6987 -3.4450  0.000
H: 4.5775 3.6089 -1.7927  0.000
H: 5.7884 1.2634 -3.3436  0.000
H: 5.2381 1.1974 -1.6715  0.000
H: 3.5521 1.4186 -4.0704  0.000
H: 4.0118 2.1476 0.9455  0.000
H: 3.2203 3.3264 2.0096  0.002
H: 3.3539 1.6414 2.5207  0.001
H: 1.5109 2.8140 3.5904  0.000
H: -0.6954 3.0526 4.7057  0.000
H: -2.7734 2.4610 3.4112  0.000
H: -2.5333 1.6022 1.1161  0.001
Se: -4.2643 3.9320 -3.8176  0.020
Sb: -3.3615 2.9864 -1.7834  0.014
Se: -2.5397 0.5923 -2.0188  -0.022
Se: -1.0571 3.8052 -1.2160  -0.015
Se: -4.7891 2.9988 0.2114  0.007
C: -0.2757 -3.5885 2.9968  0.000
N: -0.1812 -2.4573 2.0793  0.000
P: -1.5951 -1.5977 1.5722  0.000
C: -2.5865 -1.8171 3.1287  0.000
C: -2.2234 -0.9984 4.1988  0.000
C: -2.8564 -1.0946 5.4277  0.000
C: -3.8876 -2.0074 5.6051  0.000
C: -4.2705 -2.8181 4.5467  0.000
C: -3.6228 -2.7266 3.3215  0.000
C: -2.4865 -2.7714 0.4914  0.000
C: -3.7190 -2.3352 0.0020  0.000
C: -4.4563 -3.1333 -0.8567  0.000
C: -3.9666 -4.3732 -1.2497  0.000
C: -2.7254 -4.7965 -0.7999  0.000
C: -1.9852 -3.9920 0.0577  0.000
P: 1.2736 -1.5658 1.9107  -0.001
C: 1.8927 -1.6532 3.6763  0.000
C: 2.6533 -2.6809 4.2330  0.000
C: 3.0210 -2.6544 5.5701  0.000
C: 2.6319 -1.5968 6.3827  0.000
C: 1.8791 -0.5642 5.8446  0.000
C: 1.5224 -0.5944 4.5033  0.000
C: 2.4539 -2.7714 1.1900  0.000
C: 2.1258 -4.0435 0.7439  0.000
C: 3.1035 -4.8950 0.2425  0.000
C: 4.4197 -4.4719 0.1572  0.000
C: 4.7513 -3.1803 0.5542  0.000
C: 3.7758 -2.3397 1.0623  0.000
H: -1.1443 -4.1988 2.7471  0.000
H: -0.3803 -3.2592 4.0361  0.000
H: 0.6175 -4.2102 2.9303  0.000
H: -1.4321 -0.2687 4.0599  0.000
H: -2.5529 -0.4490 6.2432  0.000
H: -4.3953 -2.0794 6.5593  0.000
H: -5.0789 -3.5286 4.6738  0.000
H: -3.9291 -3.3712 2.5065  0.000
H: -4.0870 -1.3483 0.2639  0.000
H: -5.3989 -2.7683 -1.2441  0.000
H: -4.5375 -4.9923 -1.9315  0.000
H: -2.3134 -5.7395 -1.1396  0.000
H: -0.9963 -4.3036 0.3643  0.000
H: 2.9646 -3.5132 3.6122  0.000
H: 3.6107 -3.4647 5.9822  0.000
H: 2.9179 -1.5770 7.4275  0.000
H: 1.5741 0.2695 6.4659  0.000
H: 0.9482 0.2247 4.0820  0.000
H: 1.0953 -4.3666 0.7601  0.000
H: 2.8233 -5.8791 -0.1120  0.000
H: 5.1798 -5.1315 -0.2438  0.000
H: 5.7707 -2.8262 0.4584  0.000
H: 4.0377 -1.3293 1.3608  0.000
C: 0.2330 -0.8817 -1.0149  -0.004
C: 0.4351 -1.9263 -1.6180  0.023
C: 0.7816 -3.1064 -2.3435  0.005
C: 2.1197 -3.4436 -2.5692  0.003
C: 2.4514 -4.5771 -3.2946  0.000
C: 1.4562 -5.3940 -3.8162  0.002
C: 0.1221 -5.0578 -3.6151  0.000
C: -0.2139 -3.9249 -2.8928  0.003
H: 2.8923 -2.7982 -2.1673  0.000
H: 3.4955 -4.8229 -3.4538  0.000
H: 1.7173 -6.2795 -4.3838  0.000
H: -0.6633 -5.6777 -4.0322  0.000
H: -1.2488 -3.6471 -2.7436  0.000

---

[4]
The following is a DFT calculation (ωB97M-V with the def2-TZVPD basis set) of C43H41N5P2Ti as an isolated structure at a distorted geometry.

Properties
**DFT total energy**: -94365.559 eV
**Energy above the lowest of the compared OMol25 structures with the same formula, charge and spin**: 0.0 kcal/mol
**Net charge**: +4
**Spin multiplicity**: 1

Last column: Löwdin charge in e.
Cartesian coordinates (Å):
Ti: -0.5323 -0.3375 0.2091  1.013
C: -0.3108 1.4797 2.6480  -0.095
C: 0.7341 0.3553 2.7881  -0.083
C: 1.7947 0.4395 1.7256  -0.270
C: 3.1393 0.6403 2.0063  0.062
C: 4.0416 0.7680 0.9594  0.049
C: 3.5614 0.7453 -0.3461  0.016
C: 2.2082 0.5542 -0.5546  -0.096
N: 1.3461 0.3559 0.4548  -0.093
N: -0.9329 1.4928 1.3049  -0.242
C: -0.4597 2.6321 0.4998  -0.085
C: -0.8109 2.3948 -0.9484  -0.239
C: -0.8801 3.4454 -1.8544  0.049
C: -1.3204 3.2046 -3.1492  0.045
C: -1.7230 1.9142 -3.4733  0.025
C: -1.6156 0.9164 -2.5217  -0.095
N: -1.1233 1.1240 -1.2871  -0.009
C: -2.4068 1.5307 1.4022  -0.080
C: -2.8991 0.1626 1.7954  -0.220
C: -4.0534 -0.0289 2.5399  0.056
C: -4.4518 -1.3225 2.8467  0.051
C: -3.6695 -2.3824 2.4059  0.027
C: -2.5339 -2.1159 1.6641  -0.113
N: -2.1385 -0.8665 1.3616  -0.021
H: 0.1692 2.4412 2.8588  0.158
H: -1.0689 1.3226 3.4199  0.151
H: 0.2304 -0.6285 2.7266  0.075
H: 1.1895 0.4387 3.7779  0.156
H: 3.4778 0.6912 3.0301  0.147
H: 5.0898 0.9255 1.1628  0.147
H: 4.2304 0.8745 -1.1820  0.142
H: 1.7799 0.5894 -1.5549  0.117
H: 0.6260 2.7545 0.6109  0.148
H: -0.9235 3.5718 0.8385  0.169
H: -0.6180 4.4445 -1.5380  0.146
H: -1.3871 4.0044 -3.8731  0.146
H: -2.1166 1.6896 -4.4518  0.138
H: -1.9628 -0.0835 -2.7631  0.090
H: -2.8439 1.7905 0.4242  0.153
H: -2.7428 2.2957 2.1167  0.167
H: -4.6366 0.8163 2.8728  0.147
H: -5.3446 -1.4948 3.4259  0.146
H: -3.9388 -3.4000 2.6355  0.142
H: -1.9126 -2.9311 1.3073  0.100
N: 0.4477 -3.0023 -0.8959  -0.326
P: -0.8294 -2.1060 -1.5858  0.946
C: -2.2808 -3.1951 -1.5982  -0.378
C: -2.1340 -4.4903 -2.0991  -0.078
C: -3.2407 -5.3167 -2.1780  -0.022
C: -4.4758 -4.8718 -1.7267  -0.012
C: -4.6198 -3.5879 -1.2167  -0.039
C: -3.5268 -2.7381 -1.1678  -0.116
C: -0.3727 -1.8609 -3.3265  -0.365
C: -1.2691 -2.1823 -4.3479  -0.065
C: -0.9522 -1.8785 -5.6616  -0.018
C: 0.2281 -1.2131 -5.9599  -0.011
C: 1.1078 -0.8634 -4.9425  -0.036
C: 0.8087 -1.1798 -3.6321  -0.106
P: 0.8944 -2.5359 0.6882  0.988
C: 2.6924 -2.8105 0.6012  -0.332
C: 3.3565 -2.4964 -0.5886  -0.114
C: 4.6973 -2.8008 -0.7270  -0.041
C: 5.3816 -3.4293 0.3056  -0.011
C: 4.7249 -3.7388 1.4888  -0.022
C: 3.3902 -3.4108 1.6529  -0.059
C: 0.3777 -3.8523 1.8351  -0.394
C: 0.5425 -5.1837 1.4531  -0.069
C: 0.2946 -6.1885 2.3720  -0.022
C: -0.0882 -5.8792 3.6695  -0.013
C: -0.2426 -4.5547 4.0527  -0.037
C: -0.0249 -3.5435 3.1342  -0.120
H: 0.7618 -3.8902 -1.2888  0.100
H: -1.1690 -4.8273 -2.4529  0.117
H: -3.1418 -6.3051 -2.6000  0.131
H: -5.3296 -5.5290 -1.7877  0.132
H: -5.5867 -3.2529 -0.8721  0.124
H: -3.6410 -1.7090 -0.8279  0.099
H: -2.1980 -2.6826 -4.1167  0.113
H: -1.6357 -2.1506 -6.4518  0.131
H: 0.4573 -0.9638 -6.9847  0.132
H: 2.0185 -0.3379 -5.1807  0.123
H: 1.5035 -0.9320 -2.8392  0.064
H: 2.8091 -2.0555 -1.4141  0.079
H: 5.2160 -2.5709 -1.6452  0.125
H: 6.4241 -3.6807 0.1789  0.132
H: 5.2514 -4.2518 2.2777  0.129
H: 2.8900 -3.6480 2.5791  0.114
H: 0.8849 -5.4347 0.4588  0.113
H: 0.4125 -7.2202 2.0788  0.130
H: -0.2617 -6.6701 4.3836  0.132
H: -0.5285 -4.3085 5.0636  0.125
H: -0.1560 -2.5116 3.4420  0.088